C4H8O2 | ωB97M-V/def2-TZVPD

Geometry (Å):
1 C -2.00218 -0.65198 0.87935
2 C -0.62411 -0.19693 0.50352
3 C 0.16094 -0.88973 -0.31875
4 O 1.39287 -0.53834 -0.80314
5 C 1.90463 0.72237 -0.45184
6 O 1.06791 1.77151 -0.83272
7 H -2.11442 -0.76790 1.96338
8 H -2.74197 0.09249 0.55955
9 H -2.25420 -1.60519 0.40164
10 H -0.30037 0.76828 0.88003
11 H -0.12908 -1.85103 -0.73740
12 H 2.04279 0.82008 0.63406
13 H 2.87135 0.76750 -0.96704
14 H 0.72585 1.55886 -1.71066

Cartesian forces (eV/Å) of the 6 atoms listed first:
C -0.082 -0.053 0.029
C 0.177 -0.103 -0.134
C -0.278 0.025 0.140
O -0.003 -0.021 0.018
C 0.271 -0.008 0.135
O -0.085 0.091 -0.215

Computed properties:
- gap between HOMO and LUMO (eV) = 9.71
- energy above the lowest of the compared OMol25 structures with the same formula, charge and spin (eV) = 1.707
- SMILES string = C/C=C/OCO
- F_max (eV/Å) = 0.31
- HOMO level (eV) = -8.7531